[1]
43
Properties=species:S:1:pos:R:3:mulliken_charge:R:1 method="wB97M-V/def2-TZVPD" spin_multiplicity=4 e_homo_ev="-6.7 / -8.3" s2=3.76 gap_ev="6.77 / 8.37"
V -0.57 0.32 0.30 1.208
Cl -1.95 2.44 1.71 0.847
S -1.14 -1.71 1.51 -0.135
O -0.88 2.91 2.60 -0.461
O 2.78 2.53 3.02 -0.581
O 3.00 -0.08 0.80 -0.650
O 1.00 0.72 1.69 -0.626
O 2.49 3.09 0.77 -0.464
O 0.64 3.45 -1.44 -0.575
O -2.14 0.96 1.90 -0.514
O -1.22 2.23 0.20 -0.715
O 1.04 1.20 -1.23 -0.510
N 0.36 -1.61 -0.83 0.001
N -2.02 -0.22 -1.23 -0.192
C 2.26 0.71 1.37 0.703
C -3.13 -0.90 -0.52 -0.859
C -0.04 -3.10 1.05 -0.600
C -2.76 -1.83 0.60 -0.745
C -1.40 -0.96 -2.38 -0.923
C 1.44 2.37 -1.19 0.483
C -0.56 -2.08 -1.89 -0.703
C 2.77 2.72 -0.61 -0.653
C 0.99 -2.64 0.05 -0.606
C 3.01 2.10 1.72 -0.185
H -0.18 3.34 -0.90 0.416
H -0.75 -0.28 -2.96 0.351
H 1.45 -3.42 -0.54 0.372
H 3.26 3.58 -1.06 0.462
H -2.93 -2.86 0.30 0.557
H -2.15 -1.31 -3.11 0.406
H 1.84 2.81 3.09 0.370
H 1.14 -1.03 -1.22 0.283
H 1.74 -2.04 0.55 0.227
H -2.43 0.67 -1.54 0.390
H -0.04 -2.43 -2.76 0.421
H -1.10 -2.95 -1.50 0.347
H -3.49 -1.64 1.38 0.427
H 3.38 1.83 -0.62 0.427
H 0.40 -3.52 1.99 0.458
H -0.69 -3.87 0.66 0.385
H -3.78 -1.42 -1.23 0.322
H 4.09 2.02 1.59 0.403
H -3.74 -0.11 -0.10 0.432



[2]
119
Properties=species:S:1:pos:R:3:mulliken_charge:R:1 method="wB97M-V/def2-TZVPD" spin_multiplicity=1 smiles="O=S1(=O)OCCO1.CNC(C)=O.CNC(C)=O.CNC(C)=O.CNC(C)=O.CNC(C)=O.CNC(C)=O.CNC(C)=O.CNC(C)=O.CNC(C)=O" e_homo_ev=-8.4 gap_ev=8.07
S -1.07 -2.55 3.33 1.131
O -2.17 0.65 0.08 -0.654
O -0.38 0.98 -6.59 -0.664
O -1.60 -1.51 4.10 -0.628
O 2.39 -1.40 -1.80 -0.550
O 2.25 5.80 4.18 -0.683
O 5.56 2.23 2.47 -0.731
O -0.24 -4.12 -3.16 -0.531
O -4.82 1.68 -4.57 -0.635
O -1.42 -3.96 3.98 -0.331
O -2.27 5.57 3.22 -0.632
O 2.44 0.27 4.19 -0.346
O 0.27 -2.56 2.91 -0.714
O -1.96 -2.73 2.02 -0.210
N -0.10 -0.24 0.60 0.910
N -2.10 -5.29 -3.69 -0.192
N -0.64 1.75 -4.47 -0.057
N -5.86 -0.20 -3.87 -0.230
N 4.29 2.58 0.63 0.030
N 4.22 4.83 3.66 -0.073
N -4.21 5.47 2.08 -0.192
N 2.46 -3.49 -2.66 -0.171
N 3.01 -1.91 4.15 0.500
C -2.54 -4.35 -4.68 -0.784
C -1.52 -1.38 -0.94 -0.494
C 3.59 2.19 -0.56 -0.662
C 2.23 3.46 3.64 -0.316
C -2.50 3.81 1.61 -0.469
C -6.26 -0.68 -5.19 -0.814
C 5.03 6.03 3.79 -1.009
C -0.93 1.73 -5.81 0.705
C -5.04 0.88 -3.68 0.749
C -0.62 -6.22 -2.04 -1.378
C -2.24 -4.13 1.80 -0.220
C 1.58 -3.15 -0.41 0.484
C 4.89 1.78 1.53 0.475
C -2.42 -4.64 3.22 -0.549
C 3.94 -0.41 5.89 -1.264
C -2.96 5.02 2.38 0.426
C 3.86 -3.01 4.49 -1.216
C 4.68 0.28 1.45 -0.048
C 2.20 -2.59 -1.67 0.290
C 2.88 4.80 3.85 0.447
C -1.29 -0.19 -0.06 0.576
C -2.08 2.61 -6.22 -0.944
C 0.58 1.10 -3.99 -0.854
C -0.97 -5.08 -2.97 0.807
C 3.11 -0.63 4.66 0.354
C 2.82 -3.07 -3.99 -0.947
C -4.55 1.06 -2.27 -0.781
C 0.38 0.70 1.59 -0.006
C -4.82 6.56 2.80 -0.856
H 1.13 0.69 -4.83 0.338
H 0.21 -6.09 -1.34 0.314
H 3.87 -3.34 5.53 0.362
H 1.22 1.87 -3.54 0.334
H -3.34 3.33 1.11 0.235
H -2.63 -6.12 -3.48 0.225
H 1.84 3.41 2.62 0.085
H 6.02 5.74 4.11 0.357
H 4.34 -0.09 2.41 -0.419
H -4.15 7.41 2.87 0.282
H -4.62 5.23 1.19 0.244
H 1.44 0.92 1.40 -0.175
H -2.05 -2.15 -0.37 0.005
H -3.39 -4.29 3.59 0.344
H 3.70 -3.86 3.83 0.315
H -1.91 3.13 2.22 0.082
H 2.96 1.33 -0.36 -0.072
H 0.38 0.40 -3.20 0.122
H -3.46 1.08 -2.21 0.024
H 5.64 -0.18 1.18 0.439
H -2.26 -1.12 -1.69 0.190
H -4.96 1.99 -1.88 0.340
H -0.19 1.62 1.60 -0.133
H -2.37 -5.71 3.35 0.355
H -1.69 -4.06 -5.29 0.260
H 2.98 3.02 -0.90 0.342
H -1.80 4.11 0.81 0.267
H -2.96 -3.46 -4.20 0.224
H 3.91 -3.09 -4.10 0.327
H 4.91 -2.75 4.29 0.390
H 1.43 3.24 4.34 0.457
H -3.31 -4.79 -5.31 0.344
H 0.17 -1.20 0.72 -0.636
H -2.58 2.11 -7.06 0.296
H 1.50 -4.24 -0.42 0.191
H 4.03 -0.07 0.65 -0.053
H 2.14 -4.44 -2.53 0.282
H -1.44 -6.41 -1.33 0.369
H -6.35 -0.58 -3.08 0.240
H -1.83 3.58 -6.64 0.272
H -0.62 -1.79 -1.40 0.200
H -4.90 0.29 -1.58 0.281
H -1.36 -4.49 1.27 0.173
H -7.33 -0.81 -5.25 0.306
H -5.76 6.83 2.32 0.340
H 4.43 3.57 0.78 0.306
H 2.48 -2.07 -4.23 0.214
H -0.47 -7.18 -2.54 0.362
H 0.41 0.29 2.60 0.210
H 4.56 6.66 4.54 0.311
H -3.16 -4.30 1.24 0.390
H -5.08 6.20 3.80 0.255
H 4.64 4.00 3.25 0.197
H -0.94 2.60 -4.02 0.271
H 2.45 -3.84 -4.67 0.350
H 5.04 6.57 2.84 0.286
H -5.77 -1.64 -5.37 0.216
H 0.55 -2.79 -0.42 -0.731
H 4.62 0.41 5.63 0.277
H 2.98 2.67 3.66 -0.040
H 4.25 1.89 -1.38 0.327
H 2.05 -2.80 0.50 0.283
H 2.11 -2.14 3.75 0.174
H 3.37 -0.02 6.73 0.312
H -5.87 0.00 -5.94 0.310
H 4.50 -1.27 6.25 0.417
H -2.83 2.68 -5.43 0.183



[3]
22
Properties=species:S:1:pos:R:3:mulliken_charge:R:1 method="wB97M-V/def2-TZVPD" spin_multiplicity=1 e_homo_ev=-8.5 gap_ev=7.41
S 4.82 -0.08 -0.68 -0.443
P 3.12 -0.13 0.30 0.682
O 2.83 1.35 0.94 -0.490
O 3.31 -1.19 1.53 -0.516
O 1.92 -0.52 -0.57 -0.344
N 0.42 0.52 -0.51 0.058
C 0.25 1.01 -1.83 -0.851
C -1.85 0.45 0.09 -1.393
C -0.25 -1.22 0.97 -1.611
C -0.69 -0.38 -0.19 0.683
H 3.75 1.66 1.20 0.332
H 0.57 -1.88 0.88 0.399
H 1.20 1.61 -2.18 0.281
H -1.07 -1.94 0.98 0.470
H -1.59 1.29 0.68 0.406
H -2.64 -0.28 0.47 0.357
H -0.86 -1.15 -1.01 0.295
H 4.28 -1.44 1.63 0.352
H -2.16 0.87 -0.88 0.384
H -0.06 0.31 -2.69 0.343
H -0.68 1.69 -1.88 0.335
H -0.26 -0.61 1.89 0.272



[4]
46
Properties=species:S:1:pos:R:3:mulliken_charge:R:1 method="wB97M-V/def2-TZVPD" charge=-2 spin_multiplicity=1 e_homo_ev=-5.3 gap_ev=9.50
K 0.31 0.28 -0.27 1.162
S -2.53 0.67 -3.23 0.912
S 0.26 1.25 3.71 1.011
S 3.64 -1.86 -0.46 0.900
S -1.83 2.91 -2.13 0.878
S 1.89 -2.96 -2.07 0.996
S -1.22 -0.85 2.95 0.892
F -3.58 -1.50 -2.06 -0.237
F 0.48 3.52 2.40 -0.229
F 3.68 0.71 0.15 -0.223
F -3.78 -1.26 3.29 -0.246
F 0.30 3.16 -0.56 -0.228
F 1.85 1.98 1.68 -0.123
F 0.01 -2.86 -0.15 -0.112
F -3.28 0.21 1.77 -0.221
F -0.42 4.98 -1.47 -0.226
F -1.43 -1.38 -2.00 -0.244
F 0.68 3.55 -2.66 -0.226
F -0.54 -3.99 -1.93 -0.235
F -3.15 0.73 3.88 -0.222
F 2.22 2.98 3.56 -0.239
F 4.82 -0.59 1.46 -0.229
F -2.41 -1.89 -3.85 -0.215
F 0.88 -4.81 -0.51 -0.252
F 2.65 -0.54 1.60 -0.179
O 2.88 -3.98 -2.04 -0.613
O -1.20 -1.82 1.90 -0.610
O -2.71 3.32 -1.09 -0.636
O 1.25 0.54 4.46 -0.635
O 4.78 -1.67 -1.31 -0.662
O -0.93 -1.33 4.26 -0.651
O -0.68 2.04 4.44 -0.664
O 1.38 -2.59 -3.34 -0.678
O -2.10 3.46 -3.42 -0.655
O -2.01 0.66 -4.55 -0.624
O -3.87 1.09 -2.99 -0.628
O 3.67 -2.99 0.43 -0.646
N -1.48 1.34 -2.13 -0.276
N -0.44 0.47 2.48 -0.283
N 2.23 -1.61 -1.17 -0.364
C -2.97 -0.24 3.00 0.648
C 3.68 -0.50 0.77 0.623
C 0.46 -3.68 -1.09 0.609
C -2.50 -1.14 -2.75 0.695
C -0.22 3.68 -1.69 0.626
C 1.27 2.51 2.77 0.558



[5]
59
Properties=species:S:1:pos:R:3:mulliken_charge:R:1 method="wB97M-V/def2-TZVPD" spin_multiplicity=1 smiles="COC(=O)[C@H]1CCCN1S(=O)(=O)c1ccccc1NC(=O)c1cc(OC)c(OC)c(OC)c1" e_homo_ev=-8.1 gap_ev=8.42
S 2.56 0.78 0.04 1.031
O -1.32 -0.97 -3.95 -0.462
O -0.80 -2.72 1.78 -0.705
O -4.88 -2.39 -1.20 -0.448
O 3.68 1.67 -0.02 -0.688
O 2.23 0.04 -1.16 -0.645
O 2.49 4.32 0.66 -0.621
O -3.78 -1.46 -3.70 -0.475
O 3.31 3.10 2.36 -0.253
N 1.14 1.55 0.47 0.616
N 0.74 -1.42 0.71 0.359
C 3.78 -0.15 2.30 -0.398
C -5.34 -2.91 0.02 -0.938
C -0.13 3.27 1.43 -0.840
C -2.64 -2.26 -0.27 -0.510
C 2.73 -0.32 1.43 0.034
C 1.74 -1.29 1.65 0.381
C -0.81 -1.53 -1.65 -1.176
C -3.06 -1.67 -2.57 0.595
C 4.56 3.79 2.24 -0.749
C -3.54 -2.12 -1.32 1.223
C 0.22 2.01 -0.58 -0.392
C 3.87 -0.94 3.43 -0.852
C 2.89 -1.89 3.68 -0.610
C -1.29 -1.96 -0.41 -0.455
C -0.30 3.36 -0.09 -0.645
C 2.39 3.42 1.45 0.229
C 0.04 -0.70 -4.20 -0.706
C 1.18 2.49 1.57 0.115
C 1.84 -2.07 2.80 -0.488
C -5.11 -1.90 -3.82 -0.815
C -1.69 -1.39 -2.71 0.618
C -0.45 -2.10 0.80 0.328
H 0.23 -1.33 -1.81 0.643
H 0.44 0.07 -3.54 0.185
H 0.09 -0.36 -5.23 0.259
H 4.40 4.86 2.21 0.337
H -5.21 -2.97 -3.63 0.314
H 5.05 3.47 1.31 0.307
H 1.08 -2.81 2.99 0.519
H 0.93 -0.90 -0.14 -0.437
H 5.14 3.50 3.11 0.229
H -5.21 -2.19 0.84 0.348
H -4.85 -3.85 0.28 0.369
H -2.97 -2.60 0.70 0.601
H 0.34 4.16 -0.47 0.266
H 1.26 1.94 2.52 0.322
H -5.38 -1.69 -4.86 0.281
H 0.75 2.07 -1.53 0.295
H -1.33 3.54 -0.39 0.431
H -0.95 2.70 1.87 0.361
H -5.79 -1.36 -3.16 0.251
H 0.65 -1.61 -4.09 0.353
H -0.08 4.25 1.90 0.385
H 4.51 0.61 2.08 0.500
H -6.41 -3.09 -0.13 0.247
H 4.69 -0.81 4.12 0.431
H 2.95 -2.50 4.57 0.402
H -0.59 1.27 -0.67 0.142



[6]
13
Properties=species:S:1:pos:R:3:mulliken_charge:R:1 method="wB97M-V/def2-TZVPD" charge=+2 spin_multiplicity=1 smiles="C#[N+]/N=C/C(N)=[NH2+]" e_homo_ev=-19.6 gap_ev=8.20
N 0.67 -1.24 0.01 -0.302
N 1.96 0.67 -0.01 -0.324
N -3.12 0.15 0.00 -0.118
N -1.72 0.41 0.01 -0.061
C -0.35 0.96 0.02 -0.056
C 0.80 0.06 0.01 0.730
C -4.31 -0.19 -0.01 0.117
H 1.48 -1.86 0.01 0.250
H -5.36 -0.39 -0.04 0.604
H 2.04 1.69 -0.02 0.251
H -0.24 -1.70 0.03 0.250
H -0.27 2.04 0.04 0.409
H 2.83 0.16 -0.02 0.250



Please write out number 1 again, unchanged.
43
Properties=species:S:1:pos:R:3:mulliken_charge:R:1 method="wB97M-V/def2-TZVPD" spin_multiplicity=4 e_homo_ev="-6.7 / -8.3" s2=3.76 gap_ev="6.77 / 8.37"
V -0.57 0.32 0.30 1.208
Cl -1.95 2.44 1.71 0.847
S -1.14 -1.71 1.51 -0.135
O -0.88 2.91 2.60 -0.461
O 2.78 2.53 3.02 -0.581
O 3.00 -0.08 0.80 -0.650
O 1.00 0.72 1.69 -0.626
O 2.49 3.09 0.77 -0.464
O 0.64 3.45 -1.44 -0.575
O -2.14 0.96 1.90 -0.514
O -1.22 2.23 0.20 -0.715
O 1.04 1.20 -1.23 -0.510
N 0.36 -1.61 -0.83 0.001
N -2.02 -0.22 -1.23 -0.192
C 2.26 0.71 1.37 0.703
C -3.13 -0.90 -0.52 -0.859
C -0.04 -3.10 1.05 -0.600
C -2.76 -1.83 0.60 -0.745
C -1.40 -0.96 -2.38 -0.923
C 1.44 2.37 -1.19 0.483
C -0.56 -2.08 -1.89 -0.703
C 2.77 2.72 -0.61 -0.653
C 0.99 -2.64 0.05 -0.606
C 3.01 2.10 1.72 -0.185
H -0.18 3.34 -0.90 0.416
H -0.75 -0.28 -2.96 0.351
H 1.45 -3.42 -0.54 0.372
H 3.26 3.58 -1.06 0.462
H -2.93 -2.86 0.30 0.557
H -2.15 -1.31 -3.11 0.406
H 1.84 2.81 3.09 0.370
H 1.14 -1.03 -1.22 0.283
H 1.74 -2.04 0.55 0.227
H -2.43 0.67 -1.54 0.390
H -0.04 -2.43 -2.76 0.421
H -1.10 -2.95 -1.50 0.347
H -3.49 -1.64 1.38 0.427
H 3.38 1.83 -0.62 0.427
H 0.40 -3.52 1.99 0.458
H -0.69 -3.87 0.66 0.385
H -3.78 -1.42 -1.23 0.322
H 4.09 2.02 1.59 0.403
H -3.74 -0.11 -0.10 0.432